{"formula": "C14H26GaIOP2", "method": "ωB97M-V/def2-TZVPD", "symbols": ["C", "I", "H", "H", "H", "Ga", "P", "C", "C", "H", "H", "H", "H", "H", "H", "C", "H", "H", "H", "P", "C", "C", "H", "H", "H", "C", "H", "H", "H", "H", "H", "H", "C", "O", "C", "C", "C", "C", "C", "C", "H", "H", "H", "H", "H"], "xyz": [[4.309239, -1.446121, -1.322706], [3.044123, -0.308208, 0.039618], [3.752078, -1.841705, -2.180608], [4.686696, -2.228043, -0.655433], [5.078255, -0.726247, -1.590454], [0.275836, 0.221688, 0.745362], [-0.234056, -2.099471, 0.692931], [0.466758, -2.879666, 2.211949], [-2.014839, -2.538529, 0.708229], [-2.125102, -3.572344, 1.060676], [0.342555, -4.111260, -0.522410], [-2.412666, -2.458912, -0.310707], [-0.095088, -2.780296, -1.636939], [0.161026, -2.356343, 3.125342], [-2.612692, -1.880355, 1.346084], [0.445958, -3.031309, -0.713582], [0.107644, -3.918168, 2.256065], [1.507232, -2.808182, -0.890163], [1.560896, -2.864262, 2.182867], [0.318522, 1.940022, -0.942071], [1.303309, 3.361257, -0.301343], [1.064952, 1.466399, -2.529615], [-1.794142, 1.977097, -2.127255], [-1.138127, 3.623050, -1.878731], [-1.988942, 2.772300, -0.561625], [-1.305564, 2.645962, -1.407775], [0.404837, 0.782557, -3.080217], [1.236302, 2.358525, -3.153456], [1.206424, 4.184986, -1.020655], [2.357195, 3.092236, -0.189927], [2.023203, 0.944533, -2.391225], [0.959640, 3.706205, 0.678844], [1.880229, 0.737970, 2.374567], [2.741946, 0.992975, 3.087473], [-2.872795, 1.981445, 3.990842], [-2.337792, 2.822398, 3.014770], [-1.505894, 2.293485, 2.010298], [-1.178980, 0.938941, 2.007263], [-1.810154, 0.091332, 2.918028], [-2.641309, 0.607829, 3.916074], [-3.521028, 2.388383, 4.759297], [-2.527076, 3.899738, 3.031964], [-1.022990, 2.982592, 1.303383], [-1.563626, -0.981006, 2.929546], [-3.074210, -0.067634, 4.653286]], "forces_ev_per_angstrom": [[-0.1, -0.2, 0.3], [1.2, -0.5, -0.7], [0.1, 0.3, 0.4], [0.0, 0.2, -0.4], [-0.1, -0.2, -0.1], [-2.5, 0.9, 0.9], [0.0, -1.1, 0.3], [0.0, 0.2, -0.2], [-0.1, 0.3, -0.2], [0.1, 0.2, -0.1], [0.0, 0.4, -0.1], [0.1, -0.1, 0.2], [0.0, -0.1, 0.3], [-0.1, -0.1, -0.3], [0.3, -0.1, -0.1], [0.2, -0.1, -0.2], [0.2, 0.3, 0.0], [-0.3, -0.1, 0.2], [-0.1, -0.1, -0.1], [0.2, 0.7, -0.3], [-0.1, -0.2, -0.1], [0.3, -0.1, -0.3], [0.2, 0.2, 0.1], [0.0, -0.2, 0.0], [0.3, -0.1, -0.1], [-0.2, -0.3, 0.1], [0.0, 0.2, 0.2], [-0.1, -0.3, 0.3], [0.1, -0.2, 0.1], [-0.1, 0.0, -0.2], [-0.3, 0.3, 0.0], [-0.1, -0.1, -0.2], [3.0, 0.9, 2.4], [-3.1, -0.7, -2.0], [-0.2, -0.1, -0.5], [0.3, 0.0, -0.4], [0.1, 0.5, 0.8], [0.7, -0.5, -1.0], [0.3, -0.1, 0.6], [0.1, -0.2, 0.0], [0.2, -0.1, 0.0], [0.0, -0.4, 0.1], [-0.4, -0.2, 0.4], [-0.3, 0.6, 0.1], [0.0, 0.2, -0.2]], "orbital_gap_ev": 7.536, "charge": 2}